54
Properties=species:S:1:pos:R:3:forces:R:3 method="wB97M-V/def2-TZVPD" charge=+1 spin_multiplicity=5 e_above_lowest_kcal_mol=42.2
Mn -0.009 -0.120 -0.638 0.05 0.72 -0.38
C 4.287 -0.436 -1.028 0.18 0.27 0.01
C 2.931 -0.764 -0.961 -0.24 -0.07 0.01
N 1.960 0.137 -0.921 0.86 -0.37 -0.02
C 2.307 1.454 -0.982 0.28 0.54 0.00
C 3.659 1.875 -1.012 -0.33 -0.09 0.01
C 4.660 0.883 -1.035 -0.35 -0.24 0.01
C 3.947 3.253 -1.020 -0.12 0.34 -0.01
C 2.917 4.155 -1.030 0.65 -0.24 0.00
C 1.583 3.747 -1.043 -0.57 -0.47 0.02
C 1.232 2.401 -1.018 0.32 0.31 -0.08
N -0.006 1.796 -1.026 0.04 -0.03 0.25
C -1.239 2.409 -1.015 -0.31 0.29 -0.09
C -1.588 3.756 -1.041 0.58 -0.47 0.02
C -2.922 4.165 -1.029 -0.66 -0.24 0.00
C -3.954 3.265 -1.019 0.12 0.34 -0.01
C -3.668 1.886 -1.009 0.33 -0.10 0.01
C -4.669 0.895 -1.034 0.35 -0.23 0.01
C -4.296 -0.424 -1.027 -0.19 0.25 0.01
C -2.941 -0.753 -0.958 0.25 -0.05 0.01
N -1.969 0.147 -0.917 -0.97 -0.42 -0.06
C -2.317 1.464 -0.977 -0.26 0.53 -0.01
H 5.019 -1.227 -1.067 0.05 -0.07 0.02
H 2.635 -1.806 -0.942 -0.08 0.11 0.03
H 5.697 1.181 -1.065 0.11 -0.01 -0.01
H 4.976 3.576 -1.018 0.12 0.05 -0.02
H 3.125 5.215 -1.031 0.07 0.07 -0.01
H 0.847 4.526 -1.069 -0.03 -0.03 0.00
H -0.851 4.534 -1.070 0.03 -0.03 0.00
H -3.127 5.225 -1.032 -0.06 0.07 -0.01
H -4.982 3.590 -1.019 -0.12 0.05 -0.01
H -5.706 1.193 -1.066 -0.11 -0.01 -0.01
H -5.028 -1.215 -1.068 -0.05 -0.07 0.02
H -2.645 -1.796 -0.938 0.08 0.11 0.02
Te -0.014 0.950 1.830 0.04 0.20 1.64
C 0.021 0.402 3.868 0.03 0.88 -0.59
C -0.059 -0.771 4.569 -0.01 -0.17 -0.25
C -0.030 -0.588 5.963 0.00 -0.01 0.20
C 0.074 0.724 6.321 0.03 0.34 -0.37
S 0.137 1.754 4.959 -0.06 -0.55 0.03
H -0.140 -1.734 4.097 -0.02 -0.15 -0.10
H -0.087 -1.391 6.679 0.00 -0.09 0.07
H 0.117 1.147 7.306 0.01 -0.01 0.23
S 0.005 -2.269 -1.249 -0.02 -1.24 -0.88
C 0.046 -3.941 -1.248 -0.14 0.92 1.21
N -0.115 -4.629 -0.061 0.06 -0.29 -0.38
C -0.129 -5.981 -0.042 0.06 -0.16 -0.33
C 0.028 -6.668 -1.211 -0.01 0.09 0.09
C 0.206 -5.909 -2.390 -0.10 0.02 0.59
N 0.215 -4.601 -2.388 0.09 -0.31 -0.76
H -0.233 -4.092 0.792 0.03 -0.06 -0.22
H -0.268 -6.460 0.915 0.00 0.02 0.06
H 0.019 -7.742 -1.236 -0.01 -0.14 0.07
H 0.341 -6.388 -3.351 0.02 -0.08 -0.04